Here is a molecular structure, C43H66CsN4P4Si from OMol25. Energies are from wB97M-V/def2-TZVPD.

## Properties
Charge: -1
Maximum force, eV/A: 0.85
Highest occupied orbital energy, eV: -3.0
Orbital gap, eV: 5.062
LUMO, eV: 2.048
Energy, eV: -97204.694
Relative energy (zero: lowest compared OMol25 entry of this formula, charge and spin), kcal per mole: 0.0

The geometry in XYZ format:
```
119
Properties=species:S:1:pos:R:3:forces:R:3
Cs 0.821561 1.785203 -0.547988 0.134 -0.322 -0.169
C 1.241180 0.884130 3.922424 -0.008 0.017 -0.026
C 2.538657 0.289658 3.367575 -0.041 -0.026 -0.035
C 3.491358 1.457672 3.088434 0.010 0.002 0.014
P 2.159446 -0.604765 1.762272 0.168 -0.054 0.094
C 3.617523 -1.748565 1.487012 0.008 -0.040 -0.018
C 4.941018 -0.998893 1.329099 -0.010 -0.002 -0.037
C 3.783620 -2.895915 2.477344 0.006 0.010 0.001
C 0.838683 -1.794192 2.254493 -0.049 -0.015 0.044
C 0.758341 -2.272350 3.566068 -0.006 -0.013 -0.026
C -0.291260 -3.075941 3.978538 0.009 0.000 0.016
C -1.284049 -3.413190 3.067033 -0.010 0.025 -0.013
C -1.186731 -2.983890 1.753130 -0.007 0.012 0.021
C -0.124342 -2.188197 1.298043 0.045 -0.092 0.040
Si 0.108274 -1.608903 -0.526473 -0.108 0.102 0.110
C 1.419091 -2.906770 -1.093486 0.032 -0.036 -0.080
C 1.672322 -4.094007 -0.387390 -0.004 -0.001 -0.007
C 2.741022 -4.922310 -0.685770 0.001 0.002 0.013
C 3.599125 -4.587375 -1.725680 0.009 0.010 -0.006
C 3.361023 -3.436328 -2.458579 -0.013 0.001 0.022
C 2.288664 -2.588002 -2.160961 0.024 -0.074 0.021
P 1.976700 -1.027421 -3.091341 0.082 -0.005 -0.055
C 3.664017 -0.390779 -3.621819 -0.008 -0.045 0.022
C 4.536524 -0.237377 -2.375208 -0.009 0.001 -0.001
C 4.447579 -1.007678 -4.780389 -0.001 0.015 -0.004
C 1.228582 -1.619763 -4.701672 -0.025 0.014 0.017
C -0.298221 -1.558533 -4.604571 0.004 -0.002 0.007
C 1.658718 -2.995194 -5.202900 0.000 0.004 -0.017
C -1.521612 -2.288119 -1.317136 -0.032 -0.056 0.022
C -1.701525 -3.648293 -1.604896 -0.010 -0.008 -0.034
C -2.882054 -4.145175 -2.133222 0.029 0.006 0.002
C -3.938771 -3.279915 -2.385654 -0.009 0.021 -0.001
C -3.788337 -1.928340 -2.121501 0.012 -0.026 -0.033
C -2.591449 -1.415880 -1.605126 -0.022 -0.023 -0.065
P -2.350151 0.384418 -1.290309 -0.150 0.028 0.089
C -3.720227 0.813257 -0.096298 0.020 -0.060 0.023
C -3.380832 0.097473 1.215361 -0.004 0.021 0.003
C -5.184777 0.577781 -0.458042 0.004 0.008 -0.009
C -2.752557 1.276183 -2.889691 0.006 -0.037 -0.004
C -3.058988 2.737289 -2.550544 0.000 0.003 0.009
C -3.755817 0.717992 -3.894629 -0.005 0.021 0.000
H 1.452964 1.512049 4.792943 0.006 0.003 -0.001
H 0.507502 0.133770 4.208683 -0.003 -0.001 0.002
H 0.779596 1.523851 3.161682 0.002 -0.002 0.009
H 2.996632 -0.376155 4.107266 -0.028 0.001 0.017
H 3.055334 2.135630 2.349189 0.001 -0.004 -0.002
H 4.463717 1.145085 2.717056 0.002 -0.001 -0.002
H 3.651396 2.034006 4.004172 0.004 -0.004 0.001
H 3.375585 -2.184864 0.512546 -0.037 0.000 -0.001
H 5.350318 -0.713551 2.300611 -0.003 0.007 0.001
H 4.839610 -0.097200 0.722354 0.001 -0.006 -0.006
H 5.676188 -1.647497 0.845098 0.002 0.000 0.006
H 4.035024 -2.526154 3.476343 -0.020 0.001 0.005
H 4.599682 -3.548875 2.152509 0.013 0.010 0.011
H 2.881873 -3.501447 2.553265 0.006 -0.008 -0.009
H 1.524066 -2.005849 4.285888 -0.010 0.014 0.008
H -0.338502 -3.427195 5.002585 -0.006 0.007 0.002
H -2.126728 -4.020304 3.379120 0.008 -0.013 -0.003
H -1.956622 -3.283433 1.049984 0.004 -0.006 -0.002
H 1.022007 -4.358002 0.440719 -0.004 -0.003 -0.003
H 2.910940 -5.822979 -0.106034 0.001 0.002 0.001
H 4.446578 -5.218428 -1.966896 -0.004 -0.001 -0.002
H 4.031329 -3.196587 -3.270980 -0.006 -0.004 -0.011
H 3.389480 0.621423 -3.943056 -0.001 0.000 -0.008
H 4.884839 -1.207311 -2.015046 0.000 0.000 -0.001
H 3.980758 0.230100 -1.558082 0.004 0.001 -0.001
H 5.411628 0.382133 -2.587452 0.003 -0.002 -0.002
H 4.838588 -1.998195 -4.549711 0.005 0.001 -0.003
H 5.308956 -0.373376 -5.012455 -0.005 0.005 -0.005
H 3.845231 -1.084130 -5.686272 -0.002 -0.007 0.004
H 1.551788 -0.860097 -5.424805 -0.002 0.021 0.021
H -0.680531 -2.366948 -3.977445 -0.002 0.012 0.022
H -0.751472 -1.658276 -5.595229 0.000 -0.027 0.002
H -0.635633 -0.620333 -4.161547 -0.005 0.012 -0.022
H 1.362996 -3.767683 -4.490784 0.000 0.000 0.000
H 2.735738 -3.074061 -5.349394 -0.002 -0.005 0.008
H 1.170183 -3.216122 -6.157269 0.005 0.004 -0.004
H -0.887168 -4.337307 -1.404118 0.000 -0.001 0.007
H -2.982599 -5.204660 -2.341569 -0.001 0.000 -0.002
H -4.871454 -3.652698 -2.792586 -0.001 -0.001 0.002
H -4.612588 -1.263946 -2.337666 -0.003 0.001 -0.003
H -3.576603 1.889171 0.060469 0.023 0.000 -0.002
H -3.476759 -0.984674 1.097059 -0.004 -0.001 0.002
H -4.059042 0.410353 2.014548 -0.002 -0.002 0.000
H -2.355519 0.297565 1.535405 -0.001 -0.009 -0.004
H -5.421311 -0.487122 -0.450334 0.002 -0.001 -0.016
H -5.446256 0.981843 -1.436729 -0.004 0.008 0.005
H -5.830944 1.059226 0.282659 0.000 -0.010 0.009
H -1.775595 1.267976 -3.388496 0.005 -0.021 0.012
H -4.068057 2.842944 -2.144882 0.003 -0.002 0.008
H -2.994075 3.359034 -3.446209 -0.011 -0.001 -0.003
H -2.357886 3.143884 -1.816401 0.009 0.007 -0.013
H -4.779105 0.748812 -3.514929 0.002 -0.015 0.006
H -3.523939 -0.310511 -4.168577 0.005 0.004 -0.011
H -3.729259 1.321462 -4.807372 -0.009 0.010 0.005
N 1.428287 4.528699 -0.911242 0.084 0.468 -0.061
C 0.641432 4.998469 -0.188653 0.108 0.418 -0.145
C -1.665215 4.818003 4.816844 -0.028 -0.041 -0.046
N -0.945961 5.715491 3.920007 0.042 -0.015 0.081
C -1.918274 6.492968 3.156604 0.004 0.047 -0.010
N -2.916112 5.692916 2.450612 -0.091 -0.031 -0.007
C -3.557878 4.800086 3.408708 0.051 -0.040 0.014
N -2.628159 3.947359 4.145710 0.037 0.102 -0.049
C -1.930873 3.034364 3.221784 -0.049 -0.082 0.040
P -0.909466 3.833698 1.851586 -0.393 -0.561 0.496
C -0.042169 4.975576 3.032665 0.007 0.164 -0.167
C -2.313587 4.941126 1.344723 0.179 0.191 -0.087
H -2.209055 5.428677 5.544016 -0.011 -0.010 0.002
H -0.942252 4.197838 5.352091 0.006 0.009 0.003
H -1.385159 7.111544 2.432352 0.001 -0.001 0.000
H -2.448710 7.145560 3.856862 0.001 0.004 -0.003
H -4.273844 4.166789 2.878971 -0.002 0.008 -0.005
H -4.102241 5.413814 4.132899 0.000 -0.009 0.009
H -2.678604 2.385442 2.755870 -0.008 0.006 -0.004
H -1.285736 2.379158 3.815040 0.012 0.006 -0.003
H 0.564998 5.678407 2.461632 -0.010 -0.022 -0.036
H 0.632732 4.367290 3.642761 0.014 0.022 0.007
H -3.083801 4.309571 0.890024 -0.007 0.021 -0.016
H -1.954557 5.633813 0.582755 0.037 -0.014 0.004
```
Positions in Å, forces in eV/Å.



Here is a gas-phase ion, C2H4N3 (charge +1) in a non-equilibrium geometry from OMol25. Energies are from wB97M-V/def2-TZVPD.

## Properties
Charge: +1
SMILES: [H]/N=N/[N+]#CC
Maximum force, eV/A: 4.54
Highest occupied orbital energy, eV: -15.2
Orbital gap, eV: 9.134
LUMO, eV: -6.037
Energy, eV: -6597.508
Relative energy (zero: lowest compared OMol25 entry of this formula, charge and spin), kcal per mole: 91.3

The geometry in XYZ format:
```
9
Properties=species:S:1:pos:R:3:forces:R:3
C -0.228414 -0.447772 -0.237901 2.806 1.461 2.205
C -1.457871 -1.036978 -0.589182 -1.467 -2.046 0.685
N 0.706239 0.103350 0.214861 -1.990 -3.567 -1.993
N 1.374264 1.179961 0.539033 -1.693 3.954 0.422
N 2.515402 1.277241 0.885991 1.357 -1.001 0.502
H -1.400296 -2.157451 -0.915613 -0.155 2.247 0.549
H -1.908423 -0.364195 -1.274725 -0.284 0.312 -1.668
H -2.231038 -0.837187 0.228600 1.315 -0.752 -0.306
H 2.630137 2.283031 1.148935 0.110 -0.608 -0.396
```
Positions in Å, forces in eV/Å.